<w>
17
Properties=species:S:1:pos:R:3:mulliken_charge:R:1 method="wB97M-V/def2-TZVPD" orbital_gap_ev=8.45 smiles="CP1[C@H]2C=C[C@@H]1C=C2" molar_mass_da=124.1
C -2.206 0.337 -0.114 -1.009
P -0.652 1.333 -0.278 0.030
C 0.886 0.032 -1.242 -0.678
C 0.692 -1.210 -0.512 -0.136
C 0.443 -0.942 0.791 -0.619
C 0.365 0.579 1.025 -0.187
C 1.750 0.979 0.705 -0.729
C 1.994 0.815 -0.587 -0.227
H -1.900 -0.599 0.288 0.348
H -2.914 0.232 -0.953 0.358
H -2.526 0.735 0.874 0.342
H 0.651 0.145 -2.365 0.414
H 0.587 -2.286 -0.826 0.344
H 0.212 -1.588 1.753 0.289
H -0.063 0.692 1.963 0.680
H 2.419 1.590 1.328 0.325
H 2.803 1.121 -1.218 0.454

***

<x>
17
Properties=species:S:1:pos:R:3:mulliken_charge:R:1 method="wB97M-V/def2-TZVPD" orbital_gap_ev=9.78 smiles="CC#CP1CC=CC1" molar_mass_da=124.1
C -0.814 -3.185 -0.669 -1.260
C -0.969 -1.741 -0.405 1.732
C -1.149 -0.546 -0.181 -1.341
P -1.422 1.252 -0.028 -0.140
C -0.145 1.173 1.384 -0.897
C 1.154 1.567 0.812 -0.171
C 1.210 1.974 -0.473 -0.332
C -0.079 1.963 -1.212 -0.828
H -0.417 -3.681 0.219 0.261
H -1.648 -3.721 -1.050 0.339
H -0.206 -3.389 -1.474 0.338
H -0.055 0.109 1.720 0.331
H -0.361 1.750 2.171 0.552
H 2.060 1.763 1.526 0.281
H 2.124 1.984 -1.070 0.339
H -0.423 2.924 -1.403 0.374
H -0.081 1.391 -2.076 0.420

***

Which of them is most stable? Easy: <x>.

***

<w>
18
Properties=species:S:1:pos:R:3:mulliken_charge:R:1 method="wB97M-V/def2-TZVPD" orbital_gap_ev=9.64 smiles=C[C@]1(CS)COCO1 molar_mass_da=134.2
C 0.132 0.563 1.485 -2.295
C -0.125 0.186 0.076 2.015
C 1.046 0.400 -0.833 -1.048
S 2.596 -0.293 -0.155 -0.242
C -1.274 1.012 -0.582 -0.719
O -2.452 0.388 -0.062 -0.360
C -2.161 -0.964 -0.087 -0.260
O -0.629 -1.179 0.128 -0.498
H 0.748 -0.114 2.083 0.548
H -0.756 0.527 2.062 0.419
H 0.663 1.589 1.609 0.342
H 1.315 1.474 -0.855 0.337
H 0.855 -0.032 -1.833 0.423
H 2.197 0.277 1.090 0.129
H -1.261 0.899 -1.736 0.332
H -1.365 2.083 -0.342 0.329
H -2.619 -1.605 0.682 0.273
H -2.365 -1.261 -1.162 0.275

***

<x>
18
Properties=species:S:1:pos:R:3:mulliken_charge:R:1 method="wB97M-V/def2-TZVPD" orbital_gap_ev=9.55 smiles=CO[C@@]1(C)COCS1 molar_mass_da=134.2
C -0.290 -0.621 -2.131 -0.708
O 0.437 -0.792 -0.912 -0.365
C -0.221 0.019 0.108 1.313
C -1.798 -0.365 0.216 -1.314
C 0.550 -0.356 1.377 -1.197
O 1.906 0.015 1.198 -0.351
C 1.801 1.414 0.961 -0.321
S 0.313 1.663 -0.004 -0.236
H -0.326 0.439 -2.432 0.328
H -1.283 -1.082 -2.037 0.265
H 0.508 -1.136 -2.786 0.251
H -1.987 -1.509 -0.235 0.273
H -2.461 0.234 -0.474 0.372
H -2.300 -0.305 1.234 0.319
H 0.511 -1.423 1.341 0.391
H 0.207 -0.158 2.379 0.406
H 2.600 2.050 0.273 0.276
H 1.833 1.914 1.923 0.298

***

Which of them is most stable? Easy: <w>.

***

<w>
9
Properties=species:S:1:pos:R:3:mulliken_charge:R:1 method="wB97M-V/def2-TZVPD" orbital_gap_ev=8.41 smiles="CSC(=S)S" molar_mass_da=124.3
C -0.794 0.495 -0.029 -0.714
S 0.971 -0.264 -0.592 -0.095
C 2.660 0.142 0.113 0.144
S 3.185 1.468 0.916 -0.213
S 3.677 -1.265 -0.334 -0.104
H -0.643 1.590 -0.032 0.279
H -1.199 0.089 0.894 0.299
H -1.379 -0.037 -0.868 0.251
H 2.579 -1.748 -0.888 0.152

***

<x>
9
Properties=species:S:1:pos:R:3:mulliken_charge:R:1 method="wB97M-V/def2-TZVPD" orbital_gap_ev=8.44 smiles=CC1(S)SS1 molar_mass_da=124.3
C -0.285 1.125 -0.750 -0.940
C 0.061 -0.296 0.308 0.276
S 0.840 -1.539 -0.655 -0.214
S -1.226 -0.782 1.543 -0.116
S 0.574 0.012 2.052 -0.117
H -0.466 1.988 -0.029 0.307
H -1.068 0.677 -1.466 0.321
H 0.713 1.527 -1.244 0.317
H 0.858 -2.713 0.241 0.165

***

Which of them is most stable? Easy: <w>.

***

<w>
24
Properties=species:S:1:pos:R:3:mulliken_charge:R:1 method="wB97M-V/def2-TZVPD" charge=-1 spin_multiplicity=2 orbital_gap_ev="2.66 / 7.10" molar_mass_da=138.2
C -0.560 2.826 2.873 -0.858
C -0.794 1.360 3.371 -0.792
H 0.225 3.420 3.419 0.346
H -0.331 2.822 1.759 0.185
H -1.660 3.165 2.916 0.248
H -0.063 0.741 2.779 0.138
H -0.593 1.412 4.407 0.310
H -1.824 1.065 3.079 0.319
C -1.219 0.830 -2.972 -1.501
C 1.413 -0.134 -0.374 -0.681
C 0.684 0.490 -1.381 -1.192
C 0.961 -1.413 0.001 -0.010
C -0.613 0.106 -1.825 1.597
C -0.379 -1.814 -0.320 -0.323
C -1.119 -1.034 -1.147 -0.818
O 1.804 -2.329 0.573 -0.420
H 2.357 0.269 -0.102 0.596
H 1.196 1.471 -1.704 -0.026
H 2.660 -1.842 0.551 0.287
H -0.691 -2.677 0.232 0.460
H -0.331 0.843 -3.662 0.367
H -1.525 1.797 -2.901 0.334
H -2.095 -1.394 -1.387 0.115
H -2.015 0.242 -3.326 0.319

***

<x>
24
Properties=species:S:1:pos:R:3:mulliken_charge:R:1 method="wB97M-V/def2-TZVPD" charge=-1 spin_multiplicity=2 orbital_gap_ev="3.04 / 7.04" molar_mass_da=138.2
C -1.983 0.851 -1.475 -1.400
C -0.013 1.406 0.117 -0.763
C -0.566 0.670 -0.961 0.579
C 1.346 1.139 0.477 -0.462
C 0.213 -0.264 -1.633 -0.317
C 2.046 0.133 -0.153 0.517
C 1.547 -0.571 -1.260 -0.863
O 3.384 -0.097 0.146 -0.487
H -0.416 2.343 0.496 0.211
H 1.954 1.648 1.223 0.213
H -2.343 -0.018 -2.029 0.323
H -2.023 1.806 -2.004 0.352
H -0.244 -0.771 -2.479 0.204
H 2.231 -1.291 -1.688 0.373
H 3.817 0.618 0.607 0.248
H -2.721 0.808 -0.673 0.314
C -2.213 -0.661 1.670 -0.242
C -2.548 -2.087 2.168 -1.075
H -2.835 -0.370 0.833 0.026
H -2.323 0.081 2.460 0.300
H -1.194 -0.558 1.306 0.048
H -3.034 -2.784 1.481 0.327
H -1.644 -2.475 2.626 0.285
H -3.410 -1.980 2.840 0.289

***

Which of them is most stable? Easy: <x>.

***

<w>
49
Properties=species:S:1:pos:R:3:mulliken_charge:R:1 method="wB97M-V/def2-TZVPD" charge=-1 orbital_gap_ev=8.56 molar_mass_da=395.8
Cl -0.267 0.533 0.155 -0.900
C -3.141 3.563 -2.748 0.641
O -3.866 4.288 -3.363 -0.665
N -1.949 3.932 -2.399 -0.387
N -3.408 2.381 -2.267 -0.338
H -1.331 3.255 -1.977 0.159
H -1.608 4.764 -2.860 0.215
H -4.013 1.674 -2.660 0.208
H -2.704 2.128 -1.589 0.142
C 0.059 5.000 3.112 0.671
O 0.439 6.061 3.718 -0.719
N 0.351 3.737 3.448 -0.344
N -0.571 5.111 1.984 -0.339
H 0.099 3.066 2.736 0.162
H 0.851 3.587 4.312 0.196
H -0.948 6.020 1.761 0.204
H -0.792 4.273 1.465 0.151
C 4.142 -0.047 4.491 0.659
O 3.560 0.281 5.465 -0.629
N 5.390 -0.390 4.559 -0.441
N 3.645 0.036 3.273 -0.326
H 5.916 -0.367 3.697 0.191
H 5.808 -0.080 5.425 0.240
H 2.729 0.351 2.985 0.176
H 4.278 -0.387 2.610 0.127
C 3.372 -3.214 -1.175 0.637
O 3.806 -4.165 -1.854 -0.731
N 3.240 -2.070 -1.719 -0.408
N 2.858 -3.309 -0.021 -0.338
H 2.466 -1.531 -1.358 0.175
H 3.454 -1.944 -2.698 0.252
H 3.019 -4.146 0.522 0.220
H 2.408 -2.501 0.384 0.176
C -1.744 -1.959 -4.802 0.685
O -1.756 -2.546 -5.881 -0.707
N -1.209 -0.761 -4.623 -0.388
N -2.104 -2.465 -3.718 -0.308
H -0.753 -0.377 -5.438 0.210
H -1.135 -0.444 -3.667 0.177
H -1.793 -2.060 -2.847 0.136
H -2.611 -3.338 -3.737 0.185
C -3.444 -3.651 1.096 0.680
O -4.378 -4.487 1.282 -0.697
N -2.353 -3.841 0.411 -0.338
N -3.382 -2.340 1.266 -0.353
H -1.737 -3.050 0.291 0.145
H -2.202 -4.767 0.037 0.185
H -4.138 -2.006 1.847 0.201
H -2.553 -1.797 1.070 0.150

***

<x>
49
Properties=species:S:1:pos:R:3:mulliken_charge:R:1 method="wB97M-V/def2-TZVPD" charge=-1 orbital_gap_ev=7.35 molar_mass_da=395.8
Cl -0.278 -0.431 0.389 -0.542
C 1.106 -2.133 2.508 0.557
O 1.742 -2.673 3.373 -0.785
N 1.287 -0.940 2.269 0.186
N 0.298 -2.619 1.580 -0.255
H 1.835 -0.207 2.696 0.210
H 0.667 -0.521 1.591 0.825
H 0.188 -3.623 1.545 0.220
H -0.026 -1.958 0.889 1.150
C -0.035 1.414 -2.208 -0.763
O 0.109 1.729 -3.422 -0.834
N -0.826 0.482 -1.770 0.488
N 0.680 2.014 -1.240 -0.057
H -1.292 -0.170 -2.384 0.319
H -0.861 0.248 -0.788 -1.385
H 1.094 2.932 -1.321 0.413
H 0.485 1.685 -0.305 0.958
C -2.212 -2.499 -0.673 0.039
O -2.900 -3.270 -1.241 -0.714
N -2.620 -1.754 0.314 0.028
N -1.024 -2.061 -1.092 -0.264
H -3.400 -1.958 0.922 0.253
H -1.932 -1.075 0.605 0.094
H -0.391 -2.620 -1.645 0.318
H -0.582 -1.273 -0.641 0.735
C 2.126 -1.545 -1.435 -0.144
O 3.014 -2.099 -2.130 -0.844
N 1.904 -1.665 -0.171 0.280
N 1.263 -0.688 -1.797 0.292
H 1.022 -1.404 0.246 -1.778
H 2.376 -2.468 0.221 0.309
H 1.305 -0.306 -2.731 0.274
H 0.665 -0.287 -1.088 0.195
C -2.034 1.877 0.496 -0.060
O -2.743 2.856 0.365 -0.772
N -2.277 0.707 -0.081 -0.234
N -1.164 1.804 1.445 -0.134
H -1.591 -0.033 -0.053 0.126
H -2.887 0.723 -0.886 0.230
H -0.772 0.873 1.468 0.513
H -0.885 2.534 2.083 0.336
C 1.628 2.198 0.410 1.266
O 2.550 1.472 0.352 -0.678
N 1.695 3.495 0.337 -0.498
N 0.404 1.865 0.609 -0.408
H 2.538 3.984 0.599 0.257
H 0.824 3.998 0.432 0.169
H 0.294 0.871 0.749 -1.279
H -0.365 2.520 0.606 0.387

***

Which of them is most stable? Easy: <w>.

***

<w>
13
Properties=species:S:1:pos:R:3:mulliken_charge:R:1 method="wB97M-V/def2-TZVPD" orbital_gap_ev="9.56 / 7.89" molar_mass_da=125.1
C 0.530 -0.117 0.581 -0.175
C -1.640 -0.342 -0.719 -1.288
C -0.391 -1.002 -0.174 1.231
N -0.154 1.595 0.953 -0.455
F -0.703 -2.070 0.633 -0.304
F 0.346 -1.587 -1.184 -0.301
P 1.960 -0.661 1.400 -0.080
H -2.498 -0.978 -0.525 0.326
H -1.533 -0.201 -1.791 0.322
H -1.765 0.622 -0.235 0.364
H 0.586 1.958 1.551 0.239
H 2.532 -1.403 0.368 0.069
H 2.741 0.483 1.270 0.054

***

<x>
13
Properties=species:S:1:pos:R:3:mulliken_charge:R:1 method="wB97M-V/def2-TZVPD" orbital_gap_ev="8.24 / 8.24" smiles=CC(F)(F)C#[PH]N molar_mass_da=125.1
C 0.943 -0.748 -1.209 -1.224
C 0.827 -0.326 0.174 1.570
F -0.019 -1.216 0.804 -0.357
F 1.993 -0.674 0.852 -0.320
C 0.433 1.091 0.301 -0.935
P -1.048 1.601 0.809 0.137
N -2.219 0.520 1.292 -0.388
H 0.265 -0.053 -1.850 0.272
H 0.705 -1.776 -1.375 0.372
H 2.052 -0.682 -1.611 0.279
H -1.542 2.407 -0.273 0.121
H -1.998 -0.394 1.587 0.253
H -3.093 0.889 1.108 0.220

***

<y>
13
Properties=species:S:1:pos:R:3:mulliken_charge:R:1 method="wB97M-V/def2-TZVPD" orbital_gap_ev=10.83 molar_mass_da=125.1
H 1.720 1.185 1.646 0.279
N 1.060 0.485 1.349 -0.576
C 0.719 0.529 0.129 -0.053
P 1.153 1.907 -1.145 -0.054
C -0.270 -0.432 -0.268 1.233
C -1.055 -1.097 0.810 -1.348
F 0.460 -1.392 -0.988 -0.295
F -1.083 0.095 -1.249 -0.300
H 1.219 0.837 -1.940 0.058
H -0.241 1.922 -1.708 0.084
H -1.572 -1.998 0.338 0.309
H -1.791 -0.575 1.388 0.362
H -0.319 -1.466 1.638 0.302

***

Which of them is most stable? Easy: <y>.